1.
Molecular formula: C15H21F3N2O2
Method: DFT, ωB97M-V with the def2-TZVPD basis set

CARTESIAN COORDINATES (ANGSTROEM)
H  -2.850  2.641  -1.288
N  -0.093  1.240  -0.503
C  3.798  -1.367  0.133
C  1.803  -0.016  -0.019
H  2.134  2.093  -0.112
O  -3.400  -1.819  1.009
C  -3.401  -2.245  -0.337
C  2.422  -1.263  0.068
C  6.074  -0.333  0.162
H  0.070  3.030  1.005
H  -4.200  -2.990  -0.482
H  -1.346  -1.120  -1.738
C  4.578  -0.218  0.120
C  2.607  1.128  -0.040
C  -2.049  -2.860  -0.689
F  6.497  -1.407  0.849
O  -1.467  1.370  -0.616
H  -2.291  3.176  1.122
C  -1.821  2.703  -0.929
H  -2.209  4.584  0.044
C  -4.595  -1.190  1.385
H  -4.488  -0.916  2.433
H  -1.735  -3.491  0.144
H  -1.457  -0.624  0.720
H  -0.096  -2.321  -1.413
C  -0.555  -1.035  0.262
C  -0.970  -1.820  -0.988
F  6.666  0.734  0.720
H  -5.454  -1.863  1.269
H  1.835  -2.167  0.071
C  0.344  0.110  -0.097
H  0.151  4.344  0.031
N  -0.393  3.901  0.765
H  -3.613  -1.391  -1.000
H  -4.775  -0.287  0.787
C  3.981  1.033  0.028
C  -1.735  3.632  0.299
H  4.593  1.922  0.017
H  -1.173  3.080  -1.729
F  6.607  -0.450  -1.073
H  -2.182  -3.492  -1.570
H  4.269  -2.336  0.198
H  -0.079  -1.697  0.984

Energy relative to the best compared isomer or geometry (same formula, charge and spin): 0.047 eV
LUMO level: 0.26 eV
Highest occupied orbital energy: -8.7 eV
Kohn-Sham gap: 8.9313 eV
SMILES: COCCCC/C(=N\OCCN)c1ccc(C(F)(F)F)cc1
Energy: -1143.71543 Eh

Here are the Mulliken charges for atoms 1 to 5, given in e: atom 1 (H): 0.334, atom 2 (N): -0.443, atom 3 (C): -1.291, atom 4 (C): 1.010, atom 5 (H): 0.384

2.
Molecular formula: C15H21F7NO9
Method: DFT, ωB97M-V with the def2-TZVPD basis set

CARTESIAN COORDINATES (ANGSTROEM)
C  2.837  0.564  2.564
H  -5.707  -2.822  0.415
H  1.918  2.746  -3.016
C  -2.918  -5.577  3.339
C  -5.825  -3.866  0.105
F  3.869  -1.537  1.659
H  1.025  4.389  1.822
H  -1.265  3.818  -2.794
H  -2.947  -6.318  4.142
H  2.742  4.344  1.377
F  3.621  1.892  4.563
C  0.245  4.412  -0.705
H  -1.108  5.449  -3.475
N  1.719  -1.853  2.691
F  3.901  1.206  1.703
F  4.936  -0.018  4.001
H  -2.146  -5.875  2.622
C  1.737  4.054  1.060
H  1.185  1.851  -1.671
C  3.507  0.469  4.069
H  1.709  2.965  0.954
H  0.509  -0.963  -7.258
H  -2.683  -4.602  3.779
O  0.754  -0.037  -5.447
O  -3.423  -3.928  1.289
H  -1.949  5.242  -1.927
C  1.754  1.747  -2.599
O  0.990  0.945  -3.497
O  -4.201  -5.552  2.716
H  2.186  -0.911  -6.680
C  0.394  -1.300  3.152
H  -1.983  -0.516  -0.245
O  1.470  4.687  -0.190
C  1.583  0.733  -4.699
F  2.688  -0.254  5.067
C  -1.502  -0.719  0.828
F  1.994  -0.676  0.470
O  -0.602  3.695  -0.196
H  -6.861  -4.015  -0.213
C  -4.307  -4.667  1.692
C  -1.123  4.875  -2.544
H  2.707  1.263  -2.365
H  -5.169  -4.096  -0.741
O  -5.567  -4.747  1.195
H  1.396  0.572  -7.332
H  -0.054  -2.108  3.910
H  0.465  -0.304  3.787
C  2.520  -0.883  1.864
O  0.126  5.073  -1.884
F  1.681  1.535  2.495
C  -0.753  -1.204  1.942
C  1.252  -0.343  -6.748
O  2.673  1.161  -5.046

LUMO level: 2.48 eV
Highest occupied orbital energy: -4.3 eV
Kohn-Sham gap: 6.7819 eV
Charge: -1
Energy: -2014.90431 Eh

Here are the Mulliken charges for atoms 1 to 5, given in e: atom 1 (C): 0.584, atom 2 (H): 0.296, atom 3 (H): 0.318, atom 4 (C): -0.587, atom 5 (C): -0.609

3.
Molecular formula: C15H21F9N2S2
Method: DFT, ωB97M-V with the def2-TZVPD basis set

CARTESIAN COORDINATES (ANGSTROEM)
H  -0.702  -0.638  -3.332
F  1.931  5.581  1.098
F  2.962  4.451  2.722
C  -3.052  -2.918  0.259
C  -1.006  -1.898  -1.537
H  -3.471  -0.842  0.631
C  1.175  -0.565  -2.246
C  0.308  -2.453  -3.629
F  0.058  0.816  3.342
C  1.977  -1.273  -1.107
F  -0.139  3.249  3.683
C  -3.264  -1.465  -0.262
C  2.094  -0.537  -3.450
F  1.889  2.879  4.150
C  -1.981  -0.851  -0.929
H  2.162  -0.155  3.057
H  -2.035  -3.008  0.675
H  2.988  1.349  2.650
C  2.157  0.682  2.345
C  1.554  -0.899  0.351
H  -1.477  -0.234  -0.157
F  0.107  4.334  1.285
H  -0.394  -2.424  -0.789
C  1.039  2.916  3.139
S  0.746  1.200  -1.942
S  1.525  4.335  2.008
N  0.641  -3.409  -4.115
F  0.141  1.569  1.325
H  -5.391  -1.549  -0.599
H  -2.305  -0.128  -1.702
H  2.558  1.054  0.183
H  1.751  -1.796  0.974
H  0.479  -0.688  0.448
H  -3.802  -3.086  1.052
H  -4.586  -0.262  -1.548
F  2.194  3.371  0.923
H  3.053  -1.051  -1.197
H  -3.221  -3.646  -0.551
H  1.800  -2.359  -1.229
C  0.849  1.525  2.464
C  -4.492  -1.304  -1.197
C  2.479  0.221  0.902
H  -4.431  -2.006  -2.047
C  -0.136  -1.339  -2.693
N  2.829  -0.473  -4.301
H  -1.649  -2.676  -1.995
F  0.933  5.385  3.080
H  3.500  -0.215  0.939
H  -0.341  1.232  -1.131

LUMO level: 0.13 eV
Highest occupied orbital energy: -10.0 eV
Kohn-Sham gap: 10.0889 eV
SMILES: CC(C)CC[C@H](C#N)[C@](S)(C#N)CCCCC(F)(F)C(F)(F)S(F)(F)(F)(F)F
Energy: -2388.73716 Eh

Here are the Mulliken charges for atoms 1 to 5, given in e: atom 1 (H): 0.557, atom 2 (F): -0.289, atom 3 (F): -0.316, atom 4 (C): -1.398, atom 5 (C): -0.571